1.
{"formula": "H2N2O3", "method": "ωB97M-V with the def2-TZVPD basis set", "smiles": "O=NONO", "total_charge": 0, "orbital_gap_ev": 9.7, "symbols": ["N", "N", "O", "O", "O", "H", "H"], "coordinates": [[-0.594, 0.179, -0.818], [1.176, -0.489, 0.622], [-0.854, 1.104, 0.266], [1.759, -1.401, 1.146], [0.224, -0.882, -0.383], [-0.121, 0.790, -1.427], [-1.590, 0.699, 0.594]]}


2.
{"formula": "C14H14Cl4FN3O2", "method": "ωB97M-V with the def2-TZVPD basis set", "smiles": "O=C(F)NC(=O)c1ccc2nccnc2c1.ClCCCl.ClCCCl", "total_charge": 0, "orbital_gap_ev": 7.3, "symbols": ["O", "C", "F", "N", "C", "O", "C", "C", "C", "C", "N", "C", "C", "N", "C", "C", "H", "H", "H", "H", "H", "H", "Cl", "C", "C", "Cl", "H", "H", "H", "H", "Cl", "C", "C", "Cl", "H", "H", "H", "H"], "coordinates": [[-5.293, 2.606, -4.423], [-5.097, 1.505, -3.686], [-5.080, 1.666, -2.202], [-4.925, 0.110, -4.322], [-3.440, -0.201, -4.518], [-2.787, -0.141, -5.682], [-2.613, -0.689, -3.162], [-2.261, -2.282, -2.827], [-1.461, -2.585, -1.400], [-1.023, -1.372, -0.343], [-0.330, -1.801, 0.919], [0.039, -0.636, 1.792], [-0.281, 0.906, 1.385], [-0.966, 1.383, 0.135], [-1.332, 0.185, -0.694], [-2.134, 0.488, -2.125], [-5.219, -0.540, -3.532], [-2.582, -3.145, -3.582], [-1.205, -3.717, -1.128], [0.573, -0.859, 2.824], [0.043, 1.747, 2.169], [-2.395, 1.597, -2.394], [2.503, 2.887, 1.382], [3.829, 2.782, 0.199], [3.322, 2.539, -1.214], [2.618, 0.913, -1.405], [4.513, 1.991, 0.524], [4.367, 3.734, 0.241], [4.151, 2.609, -1.924], [2.563, 3.273, -1.501], [3.360, -0.205, 3.924], [2.877, -1.166, 5.344], [2.684, -2.636, 5.005], [1.265, -2.904, 3.962], [1.966, -0.725, 5.759], [3.675, -1.058, 6.085], [2.516, -3.209, 5.920], [3.561, -3.051, 4.498]]}


3.
{"formula": "C5H9N3", "method": "ωB97M-V with the def2-TZVPD basis set", "total_charge": 0, "orbital_gap_ev": 8.2, "symbols": ["C", "C", "C", "C", "C", "N", "N", "N", "H", "H", "H", "H", "H", "H", "H", "H", "H"], "coordinates": [[-0.759, -1.192, 0.879], [1.766, -2.436, -0.018], [-0.548, -0.018, 0.358], [-0.871, 1.270, 1.240], [-0.116, 1.144, -1.854], [1.689, -1.228, -0.216], [1.428, -0.276, -0.915], [0.298, 0.420, -0.711], [-0.126, -2.017, 0.622], [-1.321, -1.165, 1.721], [2.163, -2.845, 0.896], [-0.136, 1.993, 1.043], [-0.803, 0.896, 2.282], [-1.969, 1.532, 1.078], [-0.750, 1.946, -1.606], [0.799, 1.475, -2.330], [-0.745, 0.502, -2.467]]}


4.
{"formula": "C2H4NPS", "method": "ωB97M-V with the def2-TZVPD basis set", "smiles": "C1N=PCS1", "total_charge": 0, "orbital_gap_ev": 8.2, "symbols": ["C", "C", "N", "P", "S", "H", "H", "H", "H"], "coordinates": [[1.182, -0.751, 0.138], [-0.990, 0.921, 0.245], [0.485, -0.953, 1.371], [-0.836, -0.184, 1.788], [0.198, 0.281, -1.103], [2.277, -0.309, 0.288], [1.510, -1.748, -0.336], [-1.992, 1.067, 0.053], [-0.522, 2.038, 0.374]]}


5.
{"formula": "C7H15N2", "method": "ωB97M-V with the def2-TZVPD basis set", "total_charge": 1, "orbital_gap_ev": [7.3, 7.3], "symbols": ["C", "C", "C", "C", "C", "C", "C", "N", "N", "H", "H", "H", "H", "H", "H", "H", "H", "H", "H", "H", "H", "H", "H", "H"], "coordinates": [[2.667, 0.146, -0.074], [-0.005, 0.134, 0.917], [-0.910, -0.480, -0.069], [3.106, -0.810, 0.868], [-0.346, -1.156, -1.303], [-2.305, -0.968, 0.244], [-1.715, 1.975, 0.277], [2.478, 0.961, -0.913], [-0.684, 0.998, -0.053], [-0.330, 0.258, 1.940], [2.833, -0.501, 1.878], [4.195, -0.927, 0.807], [2.627, -1.772, 0.677], [0.680, -0.854, -1.498], [-0.960, -0.926, -2.173], [-0.367, -2.234, -1.167], [-2.739, -0.487, 1.116], [-2.261, -2.035, 0.444], [-2.962, -0.817, -0.612], [-1.249, 2.941, 0.474], [-2.421, 2.075, -0.546], [-2.250, 1.666, 1.172], [3.001, 1.487, -1.596], [-0.084, 1.328, -0.810]]}


6.
{"formula": "C22H32N5O2SSiTi", "method": "ωB97M-V with the def2-TZVPD basis set", "total_charge": -1, "multiplicity": 3, "orbital_gap_ev": [4.2, 6.7], "symbols": ["Ti", "N", "C", "S", "N", "N", "C", "C", "C", "C", "C", "C", "C", "O", "H", "H", "H", "H", "H", "H", "H", "C", "C", "C", "N", "H", "H", "H", "H", "H", "C", "Si", "C", "C", "C", "C", "H", "H", "H", "H", "H", "H", "H", "H", "H", "O", "C", "C", "C", "C", "C", "C", "N", "H", "H", "H", "H", "H", "H", "H", "H", "H", "H", "H"], "coordinates": [[0.219, 0.387, -0.043], [-1.623, 3.849, 1.663], [-0.975, 2.617, 1.586], [0.776, 2.671, 1.338], [-1.720, 1.569, 1.719], [-0.972, 0.400, 1.555], [-1.172, -0.540, 2.446], [-0.313, -1.684, 2.560], [-0.620, -2.656, 3.529], [0.187, -3.749, 3.775], [1.364, -3.903, 3.044], [1.700, -2.964, 2.084], [0.887, -1.857, 1.807], [1.274, -1.007, 0.873], [-1.137, 4.573, 1.160], [-2.605, 3.775, 1.440], [-1.984, -0.409, 3.155], [-1.529, -2.525, 4.108], [-0.095, -4.471, 4.532], [2.012, -4.754, 3.222], [2.607, -3.064, 1.499], [-0.687, 1.325, -4.875], [-0.598, 2.628, -4.075], [-0.581, 2.331, -2.646], [-0.521, 2.041, -1.541], [-0.647, 1.531, -5.944], [-1.610, 0.796, -4.643], [0.135, 0.662, -4.608], [-1.448, 3.284, -4.272], [0.310, 3.181, -4.318], [-4.783, -1.765, -3.438], [-4.096, -0.534, -2.194], [-5.106, -0.615, -0.623], [-4.274, 1.193, -2.922], [-2.361, -0.832, -1.826], [-1.277, -0.725, -1.253], [-5.840, -1.576, -3.646], [-4.686, -2.784, -3.057], [-4.234, -1.711, -4.381], [-6.157, -0.360, -0.791], [-4.682, 0.077, 0.108], [-5.057, -1.617, -0.192], [-5.315, 1.422, -3.167], [-3.683, 1.295, -3.836], [-3.916, 1.930, -2.200], [1.842, 0.209, -1.590], [3.040, 0.197, -1.302], [4.001, -0.632, -2.120], [5.220, 0.115, -2.666], [6.345, 0.319, -1.656], [5.990, 1.228, -0.485], [4.822, 0.722, 0.351], [3.522, 0.911, -0.273], [3.403, -1.060, -2.921], [4.324, -1.466, -1.486], [4.903, 1.082, -3.071], [5.612, -0.453, -3.513], [7.225, 0.713, -2.170], [6.636, -0.662, -1.261], [5.748, 2.232, -0.846], [6.861, 1.328, 0.169], [4.776, 1.261, 1.296], [4.964, -0.335, 0.607], [2.811, 1.372, 0.288]]}


7.
{"formula": "C2H6N2O2", "method": "ωB97M-V with the def2-TZVPD basis set", "smiles": "[H]/N=C(\\O)CON", "total_charge": 0, "orbital_gap_ev": 10.1, "symbols": ["C", "C", "N", "O", "O", "N", "H", "H", "H", "H", "H", "H"], "coordinates": [[-0.360, -0.293, -0.791], [-0.669, 0.573, 0.349], [1.831, -0.875, 0.096], [1.157, -0.142, -0.935], [-2.192, 0.581, 0.144], [-0.032, 1.204, 1.186], [-2.605, -0.249, -0.127], [2.738, -1.095, -0.310], [1.957, -0.206, 0.858], [-0.566, 1.768, 1.842], [-0.542, -1.348, -0.564], [-0.718, 0.081, -1.749]]}


8.
{"formula": "C3H7N4O3", "method": "ωB97M-V with the def2-TZVPD basis set", "total_charge": 1, "orbital_gap_ev": 8.8, "symbols": ["C", "C", "C", "N", "N", "N", "N", "O", "O", "O", "H", "H", "H", "H", "H", "H", "H"], "coordinates": [[0.990, 0.281, -2.598], [-0.106, -0.433, 0.936], [0.603, -0.437, -0.397], [-1.600, 0.251, -3.020], [-1.228, 0.056, -1.699], [-0.691, 0.142, -3.875], [0.065, 0.475, -1.391], [-0.441, 0.200, -5.038], [2.113, 0.517, -2.432], [0.028, 1.817, -0.983], [-0.953, -1.089, 1.126], [0.524, -0.731, 1.733], [-0.369, 0.515, 1.152], [0.514, -1.420, -0.919], [1.587, -0.099, -0.341], [-2.104, 0.373, -1.203], [0.940, 2.189, -1.210]]}